The following is a DFT calculation (ωB97M-V/def2-TZVPD) of an isolated molecule of C4H8O2 at a distorted geometry.

Output
- Kohn-Sham gap (eV) = 10.49
- energy above the lowest of the compared OMol25 structures with the same formula, charge and spin (eV) = 1.398
- structure (SMILES) = CC(=O)CCO
- lowest unoccupied orbital energy (eV) = 0.8
- electronic energy (hartree) = -307.66104

CARTESIAN COORDINATES (ANGSTROEM)
C 2.15 0.04 -0.15
C 0.68 0.40 -0.27
O 0.41 1.60 -0.25
C -0.52 -0.63 -0.31
C -1.74 -0.22 0.54
O -2.02 1.13 0.34
H 2.24 -0.54 0.76
H 2.54 -0.57 -0.98
H 2.79 0.94 -0.05
H -0.94 -0.60 -1.33
H -0.28 -1.67 -0.07
H -1.70 -0.48 1.62
H -2.47 -0.94 0.11
H -1.14 1.54 0.05



The following is a DFT calculation (ωB97M-V/def2-TZVPD) of an isolated molecule of C4H7F at a distorted geometry.

Output
- Kohn-Sham gap (eV) = 10.87
- energy above the lowest of the compared OMol25 structures with the same formula, charge and spin (eV) = 1.619
- structure (SMILES) = CC1(F)CC1
- lowest unoccupied orbital energy (eV) = 1.0
- electronic energy (hartree) = -256.38435

CARTESIAN COORDINATES (ANGSTROEM)
C 1.45 -0.34 -0.10
C 0.19 0.47 -0.05
C -0.90 0.04 0.73
C -1.23 0.03 -0.70
H 1.80 -0.39 0.93
H 2.24 0.07 -0.77
H 1.42 -1.33 -0.43
H -1.28 0.52 1.53
H -0.90 -1.09 0.94
H -1.34 -0.95 -1.04
H -1.75 1.03 -1.03
F 0.31 1.95 -0.02



The following is a DFT calculation (ωB97M-V/def2-TZVPD) of an isolated molecule of C6H10O.

Output
- Kohn-Sham gap (eV) = 10.91
- energy above the lowest of the compared OMol25 structures with the same formula, charge and spin (eV) = 0.571
- structure (SMILES) = C[C@H]1OC[C@H]2C[C@H]21
- lowest unoccupied orbital energy (eV) = 1.2
- electronic energy (hartree) = -309.82137

CARTESIAN COORDINATES (ANGSTROEM)
C -2.11 -0.52 0.21
C -0.83 -0.02 -0.45
O -0.50 1.27 0.06
C 0.83 1.51 -0.36
C 1.54 0.18 -0.21
C 1.20 -0.62 1.01
C 0.44 -0.84 -0.26
H -2.91 0.21 0.05
H -1.99 -0.68 1.28
H -2.40 -1.47 -0.26
H -1.00 0.07 -1.53
H 0.84 1.81 -1.42
H 1.22 2.33 0.25
H 2.49 0.04 -0.71
H 0.71 -0.12 1.85
H 1.91 -1.39 1.29
H 0.55 -1.77 -0.81



The following is a DFT calculation (ωB97M-V/def2-TZVPD) of the ion C5H8ClFN3 with charge +1 at a distorted geometry.

Output
- Kohn-Sham gap (eV) = 8.34
- net charge = +1
- energy above the lowest of the compared OMol25 structures with the same formula, charge and spin (eV) = 0.000
- structure (SMILES) = C/[NH+]=C/N/C=N\C(F)=C/Cl
- lowest unoccupied orbital energy (eV) = -4.4
- electronic energy (hartree) = -919.32160

CARTESIAN COORDINATES (ANGSTROEM)
C -1.36 -1.46 0.98
C -2.49 0.03 -0.56
C -2.14 1.36 -0.18
C 0.56 -0.23 0.24
C 2.62 0.65 -0.96
N -2.33 -1.04 0.29
N 0.05 -1.17 1.05
N 1.89 -0.15 0.11
F -3.35 -0.17 -1.48
Cl -1.02 1.80 1.04
H -1.57 -2.31 1.66
H -2.20 2.22 -0.79
H -0.20 0.11 -0.48
H 2.29 0.37 -1.91
H 2.54 1.72 -0.61
H 3.70 0.50 -0.88
H 0.53 -1.54 1.82
H 2.49 -0.71 0.68



The following is a DFT calculation (ωB97M-V/def2-TZVPD) of a cluster of 13 separate species, C44H59F8N5O24 in total at a distorted geometry.

Output
- Kohn-Sham gap (eV) = 10.54
- lowest unoccupied orbital energy (eV) = -0.3
- electronic energy (hartree) = -4590.38689

CARTESIAN COORDINATES (ANGSTROEM)
C -1.95 4.34 -3.73
C -3.44 3.96 -3.91
C -4.09 4.85 -4.90
C -5.46 4.36 -5.27
N -6.53 4.00 -5.51
H -1.56 4.48 -2.72
H -1.90 5.42 -3.92
H -1.27 3.80 -4.38
H -3.97 4.02 -2.96
H -3.45 2.91 -4.20
H -3.49 4.84 -5.81
H -4.14 5.89 -4.57
C 2.95 -5.91 1.77
C 1.82 -5.02 1.16
C 2.26 -3.60 1.05
C 2.34 -2.79 2.28
N 2.41 -2.17 3.22
H 3.27 -5.50 2.72
H 3.88 -6.09 1.22
H 2.53 -6.92 1.80
H 0.91 -5.20 1.73
H 1.55 -5.39 0.17
H 1.46 -3.06 0.54
H 3.16 -3.45 0.46
C -4.63 -3.88 -2.56
C -3.31 -3.12 -2.75
C -2.18 -3.73 -1.97
C -2.21 -3.65 -0.51
N -2.32 -3.64 0.63
H -4.61 -4.73 -3.23
H -5.54 -3.28 -2.67
H -4.84 -4.22 -1.55
H -3.39 -2.10 -2.39
H -3.14 -3.06 -3.83
H -1.22 -3.37 -2.34
H -2.11 -4.80 -2.16
C 2.81 5.09 2.01
C 1.35 5.58 2.04
C 0.57 4.92 0.89
C 1.20 4.84 -0.48
N 1.75 4.77 -1.49
H 3.37 5.89 2.48
H 3.17 4.98 0.99
H 2.99 4.19 2.60
H 1.17 6.66 2.07
H 0.92 5.34 3.00
H -0.42 5.30 0.62
H 0.37 3.89 1.15
C -0.15 0.23 -4.48
C 1.08 0.19 -5.26
C 1.37 1.63 -5.97
C 1.67 2.91 -5.24
N 1.85 3.87 -4.71
H -1.01 0.33 -5.15
H -0.09 0.94 -3.65
H -0.21 -0.78 -4.09
H 1.07 -0.62 -5.98
H 1.87 0.08 -4.52
H 0.51 1.85 -6.60
H 2.23 1.42 -6.61
C -4.68 -2.49 3.13
C -3.31 -2.46 3.85
O -3.73 -2.81 5.13
C -5.10 -2.61 5.32
O -5.72 -2.49 6.38
O -5.68 -2.43 4.15
F -2.73 -1.26 3.86
H -4.75 -3.46 2.65
H -4.92 -1.74 2.38
H -2.55 -3.15 3.48
C -6.01 -0.23 -0.42
C -4.69 0.12 0.23
O -4.05 0.87 -0.79
C -4.54 0.52 -1.99
O -3.99 0.70 -3.03
O -5.71 -0.25 -1.80
F -3.95 -0.96 0.40
H -6.67 0.63 -0.32
H -6.37 -1.15 0.03
H -4.75 0.66 1.17
C 4.89 1.07 -3.01
C 5.35 0.14 -1.93
O 4.41 0.32 -0.87
C 3.89 1.58 -1.00
O 3.15 2.13 -0.17
O 4.29 2.04 -2.20
F 6.55 0.58 -1.51
H 4.18 0.71 -3.76
H 5.78 1.47 -3.51
H 5.48 -0.88 -2.30
C 6.32 -1.34 2.60
C 6.15 -0.38 3.76
O 6.52 0.87 3.26
C 6.54 0.81 1.89
O 6.53 1.74 1.14
O 6.31 -0.47 1.56
F 6.98 -0.67 4.83
H 5.58 -2.14 2.50
H 7.33 -1.74 2.55
H 5.17 -0.34 4.23
C 2.87 -2.64 -3.94
C 3.76 -3.84 -4.44
O 3.05 -4.35 -5.49
C 1.81 -3.86 -5.57
O 0.99 -4.07 -6.47
O 1.65 -2.95 -4.60
F 3.72 -4.68 -3.42
H 3.07 -1.72 -4.50
H 2.85 -2.36 -2.89
H 4.76 -3.49 -4.70
C 0.47 0.91 0.92
C -0.39 -0.20 1.48
O -0.39 -1.16 0.50
C 0.44 -0.75 -0.52
O 0.58 -1.39 -1.58
O 0.85 0.40 -0.29
F -1.69 0.22 1.60
H 1.24 1.18 1.65
H -0.20 1.76 0.79
H -0.07 -0.56 2.46
C 0.46 -2.24 6.82
C 0.33 -0.89 5.99
O -0.10 -0.06 7.08
C 0.18 -0.61 8.27
O 0.11 0.08 9.29
O 0.62 -1.84 8.18
F -0.65 -0.86 5.13
H 1.27 -2.91 6.58
H -0.47 -2.81 6.78
H 1.18 -0.38 5.53
C -3.48 3.76 3.88
C -2.01 3.55 3.93
O -1.70 3.25 2.65
C -2.62 3.82 1.77
O -2.60 3.83 0.54
O -3.68 4.19 2.54
F -1.56 2.51 4.63
H -3.86 4.60 4.46
H -4.15 2.96 4.20
H -1.37 4.36 4.28



The following is a DFT calculation (ωB97M-V/def2-TZVPD) of a structure of composition C35H28FGeIN7O4ReS.

Output
- Kohn-Sham gap (eV) = 7.46
- net charge = +2
- energy above the lowest of the compared OMol25 structures with the same formula, charge and spin (eV) = 0.871
- lowest unoccupied orbital energy (eV) = -6.4
- electronic energy (hartree) = -4985.27928

CARTESIAN COORDINATES (ANGSTROEM)
Re 0.35 0.04 -0.12
F 3.36 4.73 -3.02
C 2.91 4.61 -1.78
C 3.57 3.89 -0.86
N 3.11 3.78 0.45
C 3.33 2.52 1.14
C 2.25 1.54 0.72
O 2.20 0.35 1.12
O 1.35 1.94 -0.09
C 1.96 4.45 0.86
O 1.48 4.30 1.96
N 1.38 5.26 -0.09
C 1.64 5.25 -1.46
O 0.86 5.70 -2.26
H 4.49 3.38 -1.10
H 3.27 2.68 2.22
H 4.31 2.12 0.91
H 0.54 5.74 0.20
S -0.84 -4.44 -3.43
C -0.58 -3.39 -2.33
N -0.39 -2.59 -1.45
N -1.67 4.14 -3.00
C -1.92 2.95 -2.46
C -0.91 2.22 -1.79
N -1.16 1.02 -1.26
C -2.40 0.52 -1.39
C -3.37 1.25 -2.06
N -3.15 2.44 -2.59
H -0.82 4.67 -2.83
H -2.44 4.63 -3.43
H 0.07 2.65 -1.67
H -2.60 -0.46 -0.99
H -4.36 0.83 -2.18
I 3.31 1.59 -5.12
C 3.09 0.26 -3.53
C 3.94 -0.82 -3.35
C 3.74 -1.65 -2.26
C 2.70 -1.40 -1.40
N 1.86 -0.36 -1.58
C 2.06 0.45 -2.63
H 4.75 -1.00 -4.04
H 4.38 -2.50 -2.08
H 2.52 -2.02 -0.53
H 1.37 1.27 -2.75
C -0.16 -1.58 -0.69
Ge -1.08 -1.88 1.48
C 0.20 -2.84 2.55
C -0.28 -3.91 3.31
C 0.56 -4.60 4.16
C 1.90 -4.23 4.26
C 2.39 -3.17 3.52
C 1.54 -2.47 2.67
C -2.42 -3.06 0.69
C -3.65 -2.62 0.21
C -4.54 -3.51 -0.36
C -4.21 -4.86 -0.46
C -2.98 -5.30 0.00
C -2.09 -4.41 0.57
C -1.69 -0.10 1.91
C -3.03 0.27 1.99
C -3.38 1.60 2.14
C -2.41 2.60 2.17
C -1.08 2.26 2.11
C -0.71 0.91 2.01
H -1.33 -4.20 3.26
H 0.18 -5.42 4.75
H 2.56 -4.78 4.93
H 3.42 -2.88 3.60
H 1.94 -1.64 2.10
H -3.94 -1.58 0.27
H -5.50 -3.16 -0.72
H -4.91 -5.55 -0.90
H -2.72 -6.35 -0.07
H -1.13 -4.77 0.92
H -3.81 -0.48 1.99
H -4.43 1.87 2.24
H -2.71 3.63 2.28
H -0.31 3.02 2.19
H 0.32 0.65 2.24



Which value of lowest unoccupied orbital energy does entry 1 give?
0.8 eV



Which of these has the highest electronic energy?
C4H7F



What is the lowest unoccupied orbital energy in the first record?
0.8 eV



Look up the electronic energy of the first one.
-307.66104 hartree